No. 1
Here is a cluster of 12 separate species, C45H48F12I2N2O39P in total in a non-equilibrium geometry from OMol25. Energies are from ωB97M-V with the def2-TZVPD basis set.

Results
* charge: +1
* multiplicity: 1
* E_HOMO: -11.95 eV

Element x y z (Å)
C -3.722549 0.858584 -1.545801
C -3.384625 -0.214465 -0.348338
F -4.589551 -0.306488 0.507832
C -2.859060 -1.691759 -0.917888
C -3.707842 -2.405527 -2.125322
C -5.120494 -3.100067 -1.667903
O -5.949794 -2.673781 -0.712254
I -5.712923 -4.928807 -2.799333
C -1.351742 -1.252974 -1.494809
C -1.207853 -0.847387 -3.076638
C -0.127031 0.376477 -3.366460
O -0.591865 1.508718 -3.964121
I 2.013780 0.326535 -2.918383
C -0.476653 -2.641144 -1.411822
O 0.986443 -2.583263 -1.267523
C 1.611470 -3.912903 -1.456720
N 1.830366 -5.197658 -1.560798
C -1.297136 -3.293186 -0.125566
N -2.550019 -2.775396 0.136557
C -3.411605 -3.300486 1.264225
P -2.485878 -3.662471 2.894663
O -1.423534 -4.869143 2.781796
O -1.803244 -2.235860 3.668849
O -3.709961 -4.262106 4.034251
H -4.342368 1.779123 -1.133725
H -4.291478 0.377397 -2.460718
H -2.682470 1.265392 -1.964173
H -2.516205 0.281023 0.300710
H -3.021111 -3.291411 -2.535688
H -3.955599 -1.698305 -3.037321
H -0.817610 -0.345501 -0.940859
H -2.225295 -0.488151 -3.579399
H -0.834802 -1.759093 -3.745473
H -0.621682 -3.383998 -2.305187
H -0.678023 -4.142725 0.388440
H -3.846230 -4.346749 0.888408
H -4.343419 -2.642350 1.525505
H -0.897102 -2.020083 3.297374
H -3.693106 -5.283954 4.026871
C 2.126051 -3.377832 2.311677
C 1.994066 -1.979270 1.813377
O 2.455876 -1.199759 2.893182
C 3.361918 -1.987713 3.537303
O 4.172336 -1.574918 4.350132
O 3.257146 -3.297193 3.155519
F 0.698018 -1.668197 1.587193
H 1.259171 -3.702656 2.896822
H 2.291122 -4.093950 1.502159
H 2.590917 -1.762524 0.921017
C 6.314023 2.631821 -1.403183
C 7.420512 1.645082 -1.557223
O 6.874954 0.454247 -1.036491
C 5.534630 0.549825 -1.262481
O 4.761824 -0.392098 -1.204010
O 5.162326 1.829633 -1.570630
F 8.485307 1.992424 -0.800103
H 6.293394 3.093635 -0.410363
H 6.353989 3.422610 -2.157138
H 7.736453 1.483098 -2.593303
C 6.029368 0.389175 -6.335465
C 5.897382 1.787738 -6.833764
O 6.359193 2.567247 -5.753959
C 7.265234 1.779294 -5.109838
O 8.075652 2.192088 -4.297009
O 7.160463 0.469814 -5.491622
F 4.601336 2.098810 -7.059947
H 5.162487 0.064350 -5.750320
H 6.194438 -0.326942 -7.144982
H 6.494234 2.004482 -7.726124
C -7.203034 -1.462505 5.590594
C -7.103669 -2.917859 5.284378
O -6.398372 -2.950507 4.064388
C -5.608548 -1.840303 4.081674
O -4.660163 -1.663386 3.335259
O -6.004060 -0.951522 5.043501
F -8.328661 -3.452944 5.082544
H -8.058042 -0.984046 5.101281
H -7.258675 -1.266340 6.664752
H -6.562282 -3.499224 6.038324
C 3.887472 4.797441 -4.487614
C 3.755486 6.196003 -4.985912
O 4.217298 6.975513 -3.906107
C 5.123338 6.187560 -3.261987
O 5.933757 6.600354 -2.449158
O 5.018568 4.878079 -3.643770
F 2.459440 6.507075 -5.212096
H 3.020591 4.472616 -3.902468
H 4.052543 4.081322 -5.297131
H 4.352339 6.412748 -5.878273
C -0.844265 7.224389 -4.903660
C -0.596128 8.645739 -4.529639
O -1.851019 9.087912 -4.064218
C -2.454180 7.975153 -3.559603
O -3.427912 7.997876 -2.825303
O -1.829842 6.829401 -3.970614
F -0.262115 9.378843 -5.615297
H -1.241398 7.116528 -5.918569
H 0.053335 6.607077 -4.810757
H 0.155535 8.778526 -3.744216
C -9.224887 0.409634 -0.396892
C -7.774450 0.660709 -0.631187
O -7.626060 2.031796 -0.339671
C -8.586695 2.303034 0.587844
O -8.602574 3.304543 1.283973
O -9.527157 1.311421 0.648747
F -7.454686 0.464437 -1.929991
H -9.842232 0.646257 -1.269982
H -9.424963 -0.621977 -0.094996
H -7.108047 0.073767 0.009849
C 0.075145 -6.617194 5.776896
C 0.498463 -5.394006 6.516024
O -0.351681 -5.377562 7.640243
C -0.641151 -6.686368 7.884997
O -1.120196 -7.097792 8.928604
O -0.321806 -7.484011 6.820452
F 0.259589 -4.282047 5.785169
H -0.775785 -6.436851 5.111477
H 0.890350 -7.053603 5.193475
H 1.543161 -5.407143 6.844583
C -6.266268 9.743478 -3.953074
C -5.765006 10.549634 -5.102225
O -6.801709 11.476773 -5.331451
C -7.387584 11.661377 -4.115168
O -8.136838 12.586605 -3.849769
O -7.026945 10.686803 -3.225436
F -5.628294 9.781998 -6.206629
H -6.914551 8.917941 -4.265498
H -5.454086 9.339935 -3.342415
H -4.830498 11.084399 -4.901625
C 8.415764 -1.064751 2.428750
C 8.283778 0.333811 1.930452
O 8.745588 1.113321 3.010256
C 9.651630 0.325368 3.654377
O 10.462049 0.738162 4.467206
O 9.546859 -0.984112 3.272593
F 6.987730 0.644883 1.704268
H 7.548883 -1.389576 3.013896
H 8.580834 -1.780870 1.619233
H 8.880630 0.550556 1.038090
C 3.512693 -10.452987 7.042431
C 3.826870 -9.570320 5.883168
O 3.223271 -8.344447 6.229272
C 3.244618 -8.310828 7.591288
O 3.064959 -7.302604 8.253916
O 3.499845 -9.544292 8.125046
F 3.241245 -10.029715 4.754602
H 2.530658 -10.930268 6.957580
H 4.268272 -11.229143 7.191009
H 4.897910 -9.418065 5.712258

Atoms 1-3, force components in eV/Å:
C 0.715 -0.125 -0.438
C -0.798 1.013 0.402
F 2.595 -0.259 -1.745



No. 2
Here is a structure of composition C45H49BrF6FeN3O6S2Si from OMol25. Energies are from ωB97M-V with the def2-TZVPD basis set.

Results
* charge: -1
* <S²>: 6.010
* multiplicity: 5
* E_HOMO (spin up / spin down): -4.88 / -5.29 eV
* ΔE to the lowest compared entry with this formula, charge and spin: 0.0 kcal per mole

Element x y z (Å)
Fe 0.549916 -0.111087 0.081027
C -5.308131 0.513225 4.863493
C -4.909771 1.803067 4.161400
C -4.901919 2.965323 5.142907
C -4.522728 4.254151 4.438381
C -3.186655 4.092363 3.770879
C -2.352120 5.166733 3.564202
C -1.123306 4.993708 2.937215
F -0.358250 6.088412 2.748632
C -0.689078 3.770750 2.517970
C -1.522316 2.663231 2.727509
C -1.069914 1.359576 2.219472
O 0.071972 1.264793 1.744449
C -2.033362 0.305319 2.294651
C -3.194677 0.525326 2.965362
N -3.582828 1.695926 3.512868
C -2.767684 2.815625 3.346914
C -1.860521 -1.066364 1.668176
O -2.563188 -1.981751 2.088691
O -1.029008 -1.128212 0.704334
H -6.195337 0.707681 5.466952
H -4.509592 0.171743 5.524616
H -5.553644 -0.293231 4.175768
H -5.639765 2.026008 3.374168
H -4.191721 2.746937 5.946872
H -5.892609 3.040477 5.592959
H -4.494195 5.094660 5.133204
H -5.283646 4.492491 3.687067
H -2.644083 6.160418 3.882546
H 0.261398 3.621657 2.020275
H -3.864287 -0.317863 3.053185
N 4.254981 -1.046879 5.393798
C 3.756821 -1.424969 4.429387
C 3.124190 -1.916279 3.237385
C 3.278520 -3.245333 2.846150
C 2.637000 -3.671220 1.700926
C 1.862417 -2.764789 0.990156
N 1.725501 -1.494764 1.363590
C 2.342942 -1.070131 2.458514
H 3.888938 -3.916407 3.435423
H 2.725587 -4.690039 1.351222
H 1.337002 -3.046773 0.085976
H 2.212368 -0.025204 2.715720
C -4.470800 3.339964 -0.206730
C -3.609744 3.919426 -1.338338
C -4.483730 4.858983 -2.184392
C -2.522333 4.763212 -0.655340
Si -2.867371 2.508086 -2.425508
Br -1.326907 1.624179 -1.028133
C -1.930305 3.126803 -3.972772
C -2.911644 3.433314 -5.117042
C -1.148199 4.412897 -3.676254
C -0.912678 2.076553 -4.445579
C -4.117625 1.084885 -2.767733
C -5.461740 1.656237 -3.248173
C -4.365612 0.227849 -1.515290
C -3.597474 0.121272 -3.843316
H -4.789596 4.161892 0.447692
H -3.905769 2.629792 0.404732
H -5.370837 2.839754 -0.564170
H -4.953068 5.603274 -1.529347
H -5.285597 4.337818 -2.711642
H -3.895576 5.406955 -2.922758
H -3.012813 5.564291 -0.087115
H -1.832235 5.231076 -1.354267
H -1.935221 4.171532 0.048175
H -3.657966 4.182358 -4.839496
H -3.438438 2.547514 -5.474636
H -2.346618 3.837339 -5.964908
H -1.803843 5.264512 -3.485179
H -0.535730 4.658474 -4.550728
H -0.464915 4.296117 -2.833745
H -1.356687 1.115520 -4.688941
H -0.138249 1.889035 -3.699680
H -0.416081 2.454321 -5.347332
H -5.967211 2.252090 -2.486212
H -6.128462 0.823949 -3.502304
H -5.357257 2.270703 -4.146539
H -4.773639 0.790766 -0.676275
H -3.456750 -0.271839 -1.178147
H -5.091284 -0.552548 -1.771744
H -3.502346 0.587190 -4.825168
H -4.321875 -0.695819 -3.944145
H -2.643253 -0.332269 -3.573733
C 3.898364 -6.358236 -4.465584
C 3.077208 -5.152162 -4.094452
C 3.630569 -3.875355 -4.110924
C 2.870185 -2.759472 -3.791598
C 1.535695 -2.917249 -3.447231
C 0.965067 -4.180672 -3.425127
C 1.735306 -5.287948 -3.746903
S 0.577454 -1.495504 -2.973970
O 1.154209 -0.367794 -3.673802
O -0.800209 -1.795867 -3.301271
O 0.803019 -1.449504 -1.508666
H 4.962998 -6.123245 -4.465119
H 3.639879 -6.722092 -5.462768
H 3.733135 -7.179561 -3.766000
H 4.673830 -3.748486 -4.379053
H 3.302993 -1.768738 -3.807493
H -0.080263 -4.285066 -3.162370
H 1.284611 -6.274961 -3.729963
F 3.514255 2.062603 -5.803528
C 3.318638 1.889747 -4.488892
C 3.891426 0.819729 -3.831492
F 4.628046 -0.064789 -4.522217
C 3.670803 0.641631 -2.482617
F 4.214473 -0.445204 -1.915981
C 2.881971 1.503246 -1.730027
S 2.583218 1.259619 -0.019011
C 2.342865 2.581864 -2.420232
F 1.590297 3.487952 -1.776790
C 2.542539 2.779621 -3.774739
F 1.992361 3.833931 -4.397867

Atoms 1-3, force components in eV/Å:
Fe 0.547 -0.115 0.094
C -0.017 -0.033 0.019
C 0.019 0.034 -0.064